{"formula": "C56H48Cl4CuF12N10O24S4", "method": "ωB97M-V/def2-TZVPD", "symbols": ["Cu", "C", "F", "F", "F", "S", "O", "O", "N", "S", "O", "O", "C", "F", "F", "F", "C", "F", "F", "F", "S", "O", "O", "N", "S", "O", "O", "C", "F", "F", "F", "Cl", "C", "C", "Cl", "H", "H", "H", "H", "Cl", "C", "C", "Cl", "H", "H", "H", "H", "C", "C", "C", "C", "C", "C", "N", "O", "O", "H", "H", "H", "H", "H", "C", "C", "C", "C", "C", "C", "N", "O", "O", "H", "H", "H", "H", "H", "C", "C", "C", "C", "C", "C", "N", "O", "O", "H", "H", "H", "H", "H", "C", "C", "C", "C", "C", "C", "N", "O", "O", "H", "H", "H", "H", "H", "C", "C", "C", "C", "C", "C", "N", "O", "O", "H", "H", "H", "H", "H", "C", "C", "C", "C", "C", "C", "N", "O", "O", "H", "H", "H", "H", "H", "C", "C", "C", "C", "C", "C", "N", "O", "O", "H", "H", "H", "H", "H", "C", "C", "C", "C", "C", "C", "N", "O", "O", "H", "H", "H", "H", "H"], "xyz": [[-3.8807, -2.2495, -2.5529], [-7.7697, -4.8601, -6.4688], [-7.6767, -5.4000, -5.2941], [-7.2550, -5.6815, -7.3580], [-8.9593, -4.6758, -6.7808], [-6.9174, -3.0888, -6.3929], [-7.2413, -2.2284, -7.4903], [-7.2624, -2.6112, -5.0191], [-5.2023, -3.3994, -6.1423], [-4.6871, -3.4775, -7.5957], [-5.6098, -4.0553, -8.5739], [-4.0788, -2.2880, -8.1356], [-3.2844, -4.7823, -7.3397], [-2.7210, -4.6814, -6.1092], [-3.8930, -5.9576, -7.3580], [-2.2234, -4.6129, -8.2250], [-0.2989, -0.4471, 1.9206], [0.7331, -1.2512, 1.8532], [-1.3802, -1.1371, 2.2908], [-0.1685, 0.5354, 2.8749], [-0.7254, 0.3596, 0.1764], [-2.0971, 0.6881, 0.1573], [0.1495, 1.5284, -0.0208], [-0.5628, -0.9722, -0.9804], [0.9997, -0.9609, -1.3434], [2.0320, -0.2925, -0.5326], [1.3431, -2.3834, -1.4828], [0.9531, -0.1626, -3.0863], [1.1609, 1.1367, -3.0029], [1.9228, -0.7451, -3.8687], [-0.1976, -0.4895, -3.6842], [9.8730, -1.7039, 0.3072], [8.3362, -1.0781, -0.2887], [8.1226, -0.9411, -1.7752], [7.8969, -2.3443, -2.8730], [8.0715, -0.1467, 0.2118], [7.6215, -1.7927, 0.1193], [8.9746, -0.4005, -2.1873], [7.2514, -0.2976, -1.8976], [-0.1472, 4.3822, 9.1335], [-1.8530, 3.8476, 8.7156], [-2.3483, 4.7197, 7.6387], [-3.8857, 4.0510, 7.1642], [-2.4654, 3.8808, 9.6166], [-1.7915, 2.8481, 8.2852], [-1.6342, 4.5751, 6.8280], [-2.3718, 5.6483, 8.2090], [-2.1319, 7.1902, -7.2193], [-2.9643, 7.5820, -6.2164], [-3.4884, 6.5120, -5.4884], [-3.2230, 5.2097, -5.7254], [-2.4166, 4.8715, -6.7761], [-1.8830, 5.9078, -7.5504], [-3.9157, 4.1329, -4.9511], [-5.0023, 4.2861, -4.3019], [-3.4871, 2.9794, -4.9686], [-1.6927, 7.9609, -7.8354], [-3.2969, 8.5791, -5.9685], [-4.0535, 6.8385, -4.6279], [-2.1523, 3.8784, -7.1082], [-1.1788, 5.7721, -8.3579], [-0.3888, -3.7686, 10.3510], [-0.2760, -3.7915, 9.0019], [0.6879, -4.6205, 8.3790], [1.5373, -5.3680, 9.2091], [1.4217, -5.2778, 10.5785], [0.4731, -4.4816, 11.1904], [2.4973, -6.3395, 8.6552], [2.7601, -6.3514, 7.4406], [3.0326, -7.1351, 9.4017], [-1.1547, -3.1056, 10.7252], [-1.0338, -3.2310, 8.4746], [0.8134, -4.7365, 7.3126], [1.9440, -5.9994, 11.1891], [0.2871, -4.4980, 12.2541], [-2.8257, 8.9127, 3.6702], [-1.5783, 8.4483, 3.2458], [-0.4705, 8.8470, 3.8789], [-0.6222, 9.7611, 4.9234], [-1.8406, 10.2276, 5.4009], [-2.9939, 9.8095, 4.7454], [0.5474, 10.4442, 5.4954], [0.4355, 11.0167, 6.5499], [1.6828, 10.1539, 5.1189], [-3.6899, 8.5549, 3.1303], [-1.4700, 7.6158, 2.5664], [0.5468, 8.5135, 3.7367], [-1.8579, 10.8880, 6.2553], [-3.9539, 10.1172, 5.1330], [0.6757, -10.8289, -1.7298], [0.6724, -9.5797, -1.1153], [-0.3480, -8.6973, -1.1775], [-1.5419, -9.1188, -1.7198], [-1.5671, -10.3438, -2.4517], [-0.4547, -11.1805, -2.4942], [-2.7377, -8.2291, -1.8567], [-2.6127, -7.0090, -1.5881], [-3.6137, -8.6588, -2.5385], [1.4183, -11.6129, -1.7094], [1.5388, -9.1437, -0.6403], [-0.2368, -7.7761, -0.6248], [-2.4378, -10.6484, -3.0133], [-0.3695, -12.0169, -3.1720], [5.5376, -2.7099, -11.7258], [5.8927, -1.9834, -10.6389], [5.1932, -0.8656, -10.2727], [4.1694, -0.4011, -11.1330], [4.0098, -1.1152, -12.3372], [4.6080, -2.2900, -12.6556], [3.3286, 0.8840, -10.9641], [3.3981, 1.5518, -9.8824], [2.4215, 1.0041, -11.7959], [6.0248, -3.6497, -11.9397], [6.6196, -2.3881, -9.9503], [5.4845, -0.3162, -9.3897], [3.2393, -0.8436, -13.0436], [4.3355, -2.8782, -13.5194], [5.5409, -0.4523, 8.2183], [6.8858, -0.9663, 8.2739], [7.4180, -1.2153, 9.5843], [6.6178, -1.1179, 10.7130], [5.2833, -0.6865, 10.5927], [4.7692, -0.3006, 9.3535], [7.1695, -1.5195, 12.0417], [6.6556, -0.9929, 12.9887], [8.1346, -2.2817, 12.1005], [5.1143, -0.2445, 7.2482], [7.5508, -1.1411, 7.4411], [8.4120, -1.6254, 9.6854], [4.6061, -0.6005, 11.4296], [3.7316, -0.0015, 9.3368], [-12.5852, -0.4999, 3.4510], [-11.9670, -0.1793, 2.2119], [-10.8565, -0.8415, 1.7262], [-10.2709, -1.8468, 2.5882], [-10.7727, -2.0960, 3.8878], [-11.9344, -1.4942, 4.1859], [-9.0317, -2.4550, 2.2008], [-8.8251, -3.6447, 2.5769], [-8.1833, -1.8891, 1.4865], [-13.5737, -0.1822, 3.7481], [-12.4625, 0.4379, 1.4771], [-10.5215, -0.5987, 0.7286], [-10.3485, -2.7784, 4.6094], [-12.5446, -1.7929, 5.0255], [8.2403, 5.2997, -4.4552], [7.0173, 5.3240, -5.0029], [5.9334, 5.8077, -4.2275], [6.0903, 6.0896, -2.8415], [7.3996, 5.9050, -2.3040], [8.4703, 5.5761, -3.1185], [4.9482, 6.3963, -1.8896], [5.2836, 6.5877, -0.7280], [3.7970, 6.7476, -2.2598], [9.0754, 4.8627, -4.9825], [6.7043, 5.0873, -6.0091], [4.9475, 5.7486, -4.6645], [7.5076, 6.0306, -1.2368], [9.4490, 5.4774, -2.6725]], "forces_ev_per_a": [[0.3919, 0.2256, 0.2375], [2.8886, -0.4886, -0.2989], [0.4709, -0.0742, 1.2611], [1.0026, -0.0959, -0.3676], [-3.9125, 1.4244, -0.7338], [-1.8943, 2.4477, 5.2694], [0.3473, -1.0006, 0.2685], [0.5527, -1.3950, -3.1290], [-1.9942, -0.1132, -0.5757], [3.0678, -1.3489, -3.5315], [0.8279, -0.1207, 1.1813], [-0.1509, 0.2060, 0.7922], [1.7362, 0.5359, 0.6375], [-0.6646, 0.4800, -0.8691], [0.5669, 0.2309, -0.9364], [-2.7238, -0.6742, 1.1274], [-1.2513, 1.3492, -0.2425], [0.1078, 0.3860, 0.3645], [0.0660, -0.3191, -0.1485], [0.5445, -1.0854, -1.3447], [2.1716, 0.8409, -1.8453], [-2.2185, -0.4070, 0.6970], [-1.0031, -2.3399, 0.6135], [0.5866, 3.5931, 2.9977], [2.9678, -3.3825, 0.5606], [-2.1262, 0.0752, -1.4674], [-0.6111, 1.3969, -1.1796], [1.4645, -1.7908, 0.3694], [-0.4147, -0.2107, -0.4667], [-0.5812, 0.9053, 0.7921], [-0.1715, 0.7256, 0.0468], [0.5663, 0.1730, -0.2669], [-1.5185, -1.3090, 0.4537], [0.6726, 1.1430, -0.4231], [0.0838, 0.0051, 0.8064], [0.4931, 0.1917, -0.2332], [-0.1927, 0.0034, -0.1494], [-0.0494, -0.0021, -0.1049], [-0.0808, -0.2058, -0.0890], [-0.7990, -0.2964, -0.0176], [1.2606, -1.5239, 0.5932], [0.8923, 0.0895, 0.8146], [-0.9796, 0.2158, -0.3672], [0.2075, -0.0735, -0.0866], [0.2061, -0.2135, 0.6700], [-0.2913, 0.9780, -0.1619], [-0.4926, 0.8307, -1.4564], [0.3167, 2.8557, -1.2433], [-0.7985, -1.8543, 0.8650], [-0.9496, 2.6471, 1.8011], [-0.6451, -1.4113, 0.1299], [1.1329, -0.2865, -1.7000], [0.4203, -1.4474, 0.5794], [-2.8600, -2.5317, 2.1785], [2.6448, 1.8258, -1.8887], [1.1324, 1.4594, -1.0164], [0.1866, 0.1212, -0.1392], [0.4235, 0.0825, -0.1438], [-0.5020, -0.6068, 0.1115], [-0.3454, -0.2889, 0.5406], [-0.1613, -0.6246, -0.0702], [0.2272, 0.5877, 1.4787], [0.6519, -1.0471, -1.6185], [0.3140, -0.0699, 0.5609], [-0.9367, 0.8276, -0.6257], [-0.0620, -1.0183, 1.2087], [-0.6748, 0.1349, -0.9815], [1.2412, -0.8806, -1.8097], [-1.0913, 0.8535, 1.3494], [-0.4764, 0.4185, 0.5998], [-0.0933, -0.1533, 0.4848], [0.3164, -0.0197, -0.5848], [-0.1993, 0.1819, -0.0857], [0.4721, 0.1874, -0.0279], [0.3237, 0.0082, 0.0468], [-0.6693, 0.4894, 0.1124], [-1.4458, -1.2472, -0.1330], [2.0416, 1.5937, 2.0910], [-0.4449, 1.3752, -0.3723], [0.0398, -0.2794, -0.4637], [0.9306, -0.9747, -0.4450], [2.6356, -2.5089, 1.7144], [-1.4173, 1.4019, 0.5071], [-0.8716, 0.0697, -1.5981], [-0.1879, -0.0280, 0.0834], [-0.3956, 0.2157, -0.4808], [-0.0621, -0.1583, -0.5795], [-0.0028, 0.0841, -0.1103], [-0.1441, -0.0514, -0.3206], [-1.4044, -0.2174, -0.7390], [2.3585, -0.8146, -0.0086], [-1.9178, 0.6698, 0.9072], [-0.1457, -1.2746, -1.1799], [-0.1494, 0.4319, 0.2734], [0.5078, 1.3134, 0.7673], [2.4728, 2.4814, -1.0492], [-0.1680, -2.1737, 0.5285], [-1.7931, -0.6103, -0.0317], [0.6927, 0.6041, 0.3178], [0.4016, -0.6346, 0.2048], [-0.2618, 0.2644, -0.3290], [-0.1464, 0.3000, 0.0894], [-0.4726, -0.2511, 0.2156], [0.6132, -1.7972, -1.7285], [0.0489, -0.4272, 1.3475], [-1.2062, 2.1840, -0.2917], [1.3796, -0.1324, -0.7814], [-2.5154, 1.4751, -0.3241], [0.7938, -0.1951, 1.2881], [-1.6290, -0.6890, 2.1741], [0.5231, -1.8243, -3.3148], [1.7836, 0.4867, 1.1744], [0.2834, -0.1420, 0.2449], [0.2109, 0.1173, -0.0408], [-0.2492, 0.0598, 0.1242], [-0.1116, 0.7257, 0.1787], [0.0710, 0.1645, -0.0454], [1.8692, -0.8453, -0.8950], [-1.1805, 0.8288, 2.8341], [-0.5908, -0.5372, -1.4427], [-0.7679, 0.0138, -0.7463], [0.4531, 0.2690, 0.1639], [0.6518, -0.7973, 0.7620], [0.9707, -0.0934, -0.8670], [-0.5267, 0.1489, 0.9027], [-0.9813, 0.5973, -0.4458], [-0.0341, 0.1063, -0.0865], [-0.3670, 0.1725, -0.2552], [0.1130, 0.1090, 0.0567], [0.3378, -0.1605, 0.3325], [0.0385, 0.1799, -0.3177], [1.8466, -1.0467, -1.8190], [-1.3312, -0.2323, 0.1108], [0.5379, -1.4733, 2.0606], [-0.4735, 2.2877, 0.0437], [1.3628, -0.6202, -2.0698], [-3.3187, 1.5918, 1.2340], [3.0553, -3.1212, -0.9223], [-0.9636, 2.4621, -0.2465], [-2.0536, 0.0456, 1.0633], [0.1658, 0.3813, -0.0706], [-0.1310, 0.4976, 0.2743], [0.4138, -0.3235, 0.1228], [0.3310, -0.1936, -0.4368], [0.5744, -0.2579, 0.6220], [2.3402, -1.1546, 0.1883], [-3.2064, 1.5227, 0.3264], [-0.2737, -0.5324, 1.5378], [0.9694, -1.3938, -1.4579], [-1.4033, 0.6569, 0.2133], [-0.9644, 0.2750, 0.6505], [-1.1971, 3.0018, 0.3650], [0.2185, -1.0289, -0.6014], [2.6018, -1.7340, -0.5854], [0.1170, 0.2501, -0.4277], [0.7331, -0.2817, -0.1805], [-0.1559, 0.3920, 0.0748], [0.1635, 0.0744, 0.0094], [0.0492, -0.0459, -0.1126]], "homo_ev": [-9.08, -9.08], "gap_ha": [0.1819, 0.0993], "spin_multiplicity": 2, "relative_energy_kj_mol": 1439.35}